w) The following is a quantum chemistry calculation of one molecule with the formula C6H4N2, from the OMol25 dataset.

Results
Orbital gap, eV: 7.912
Charge: 0
LUMO level, eV: -1.767

```
12
Properties=species:S:1:pos:R:3:nbo_charge:R:1
C 2.741 0.082 0.031 0.3880
C -1.373 -0.866 -0.074 -0.1678
C -0.070 -1.037 0.139 -0.2818
C -1.780 0.521 -0.030 -0.1797
C 0.489 0.362 0.130 0.3183
C -0.655 1.285 -0.003 -0.2442
N 1.694 0.839 -0.009 -0.4324
N 3.669 -0.582 -0.087 -0.3344
H -1.988 -1.659 0.006 0.2110
H 0.425 -2.023 0.231 0.2473
H -2.845 0.786 -0.254 0.2321
H -0.308 2.293 -0.079 0.2437
```

x) The following is a quantum chemistry calculation of a 2-piece molecular cluster, C6H4N2 overall, from the OMol25 dataset.

Results
Orbital gap, eV: 10.410
Charge: 0
LUMO level, eV: 0.243

```
12
Properties=species:S:1:pos:R:3:nbo_charge:R:1
C 0.461 -1.679 -0.067 -0.3184
C 0.727 -1.639 -1.373 -0.2970
C -1.323 1.197 0.220 0.2366
N -1.795 0.180 -0.043 -0.2670
H -0.522 -1.919 0.318 0.2544
H -0.066 -1.545 -2.096 0.2104
H 1.732 -1.677 -1.763 0.2062
C 1.490 -1.755 0.922 0.2441
C -1.046 2.502 0.632 -0.1510
C -1.047 3.704 0.761 -0.0600
N 2.340 -2.116 1.611 -0.3013
H -0.952 4.747 0.877 0.2431
```

Stability, descending: w), x)

w) The following is a quantum chemistry calculation of one molecule with the formula C7H12, from the OMol25 dataset.

Results
Orbital gap, eV: 10.879
Charge: 0
LUMO level, eV: 1.111

```
19
Properties=species:S:1:pos:R:3:nbo_charge:R:1
C 0.785 -1.120 -2.413 -0.6133
C 0.374 -0.085 -1.236 -0.2046
C -0.995 -0.127 -0.415 -0.3896
C -0.281 0.327 0.869 -0.0577
C -0.583 1.541 1.712 -0.4144
C -0.710 0.166 2.313 -0.4228
C 1.055 -0.047 0.206 -0.3900
H 0.274 -0.928 -3.388 0.2090
H 0.583 -2.154 -2.150 0.1978
H 1.856 -1.036 -2.701 0.2112
H 0.551 0.726 -1.928 0.2069
H -1.883 0.451 -0.708 0.2091
H -1.289 -1.176 -0.293 0.2017
H -1.504 2.097 1.535 0.2108
H 0.240 2.166 2.060 0.2108
H -1.714 -0.196 2.539 0.2121
H 0.024 -0.128 3.065 0.2122
H 1.305 -1.076 0.492 0.2021
H 1.914 0.598 0.441 0.2089
```

x) The following is a quantum chemistry calculation of a 2-piece molecular cluster, C7H12 overall, from the OMol25 dataset.

Results
Orbital gap, eV: 8.773
Charge: 0
LUMO level, eV: 0.515

```
19
Properties=species:S:1:pos:R:3:nbo_charge:R:1
C 1.462 -1.828 -1.953 -0.7855
C 0.008 -1.596 -2.024 -0.0398
C -0.763 -0.449 0.156 -0.3998
C -0.512 0.773 0.964 -0.1103
C -1.336 1.839 1.569 -0.3975
C -0.302 1.082 2.393 -0.3975
C 0.318 0.601 -0.235 -0.3974
H 1.552 -2.389 -2.910 0.2784
H 1.771 -2.524 -1.168 0.2152
H 2.165 -0.987 -2.015 0.1978
H -0.140 -0.682 -2.633 0.0872
H -1.686 -0.492 -0.410 0.2354
H -0.445 -1.398 0.580 0.2296
H -2.385 1.632 1.763 0.2137
H -1.118 2.874 1.315 0.2120
H -0.669 0.375 3.134 0.2135
H 0.601 1.615 2.684 0.2119
H 1.361 0.321 -0.111 0.2155
H 0.119 1.233 -1.098 0.2177
```

Stability, descending: w), x)

w) The following is a quantum chemistry calculation of one molecule with the formula C7H12, from the OMol25 dataset.

Results
Orbital gap, eV: 10.578
Charge: 0
LUMO level, eV: 1.213

```
19
Properties=species:S:1:pos:R:3:nbo_charge:R:1
C 2.372 0.358 -0.749 -0.6040
C 1.024 -0.364 -0.772 -0.3968
C 0.278 -0.256 0.561 -0.2115
C -0.460 1.093 0.777 -0.3898
C -1.810 0.384 0.648 -0.2265
C -1.971 -0.644 -0.442 -0.4243
C -1.087 -0.956 0.711 -0.2191
H 2.846 0.346 -1.737 0.2097
H 3.065 -0.109 -0.040 0.2008
H 2.255 1.408 -0.454 0.2026
H 0.412 0.086 -1.563 0.1940
H 1.166 -1.416 -1.053 0.2038
H 0.962 -0.520 1.376 0.2054
H -0.200 1.938 0.126 0.1915
H -0.351 1.406 1.822 0.2090
H -2.693 0.678 1.207 0.2100
H -2.933 -1.152 -0.402 0.2216
H -1.580 -0.543 -1.451 0.2079
H -1.294 -1.737 1.434 0.2159
```

x) The following is a quantum chemistry calculation of a 2-piece molecular cluster, C7H12 overall, from the OMol25 dataset.

Results
Orbital gap, eV: 10.627
Charge: 0
LUMO level, eV: 1.181

```
19
Properties=species:S:1:pos:R:3:nbo_charge:R:1
C 1.196 1.108 -2.104 -0.8576
C 1.616 -1.273 0.538 -0.4056
C 0.516 -0.956 1.214 -0.1629
C -0.079 0.413 1.369 -0.4644
C -1.503 0.479 0.806 -0.2295
C -1.924 -0.296 -0.409 -0.1779
C -2.374 -0.740 0.719 -0.1916
H 2.268 1.200 -1.911 0.2119
H 0.649 1.803 -1.462 0.2128
H 0.995 1.341 -3.152 0.2136
H 1.931 -2.309 0.439 0.1986
H 2.237 -0.522 0.053 0.1915
H -0.059 -1.761 1.673 0.1920
H 0.554 1.168 0.884 0.2073
H -0.123 0.680 2.436 0.2134
H -1.984 1.445 0.995 0.1793
H -1.858 -0.389 -1.483 0.2262
H 0.876 0.087 -1.879 0.2187
H -2.936 -1.478 1.273 0.2243
```

y) The following is a quantum chemistry calculation of one molecule with the formula C7H12, from the OMol25 dataset.

Results
Orbital gap, eV: 8.975
Charge: 0
LUMO level, eV: 1.061

```
19
Properties=species:S:1:pos:R:3:nbo_charge:R:1
C -2.460 -0.019 -0.280 -0.6394
C -1.038 0.248 0.395 -0.2056
C 0.053 1.220 -0.123 -0.3997
C 1.383 0.670 0.371 -0.2708
C 2.248 -0.326 -0.205 -0.3689
C 0.850 -0.676 -0.335 -0.1726
C -0.444 -1.089 0.348 -0.4183
H -2.988 -0.962 0.146 0.2124
H -2.517 -0.158 -1.299 0.2128
H -3.125 0.797 -0.501 0.2203
H -1.236 0.646 1.487 0.1996
H 0.031 2.440 -0.030 0.2099
H 0.173 1.107 -1.274 0.1983
H 1.060 0.397 1.485 0.1663
H 2.865 -0.122 -1.293 0.2052
H 2.936 -0.606 0.496 0.2254
H 0.574 -0.737 -1.313 0.1946
H -0.347 -1.267 1.312 0.2160
H -0.991 -1.706 -0.241 0.2142
```

z) The following is a quantum chemistry calculation of a 3-piece molecular cluster, C7H12 overall, from the OMol25 dataset.

Results
Orbital gap, eV: 8.736
Charge: 0
LUMO level, eV: 0.129

```
19
Properties=species:S:1:pos:R:3:nbo_charge:R:1
C -1.962 0.671 0.708 -0.4367
C -1.855 -0.055 -0.632 -0.4590
C -0.331 -0.260 -0.618 -0.3520
C 0.522 -0.954 -1.696 -0.4621
C 1.822 -0.794 -1.007 0.0016
C 2.264 -0.330 0.029 -0.0413
C 2.324 0.313 1.310 -0.5773
H -2.427 0.109 1.508 0.2099
H -0.547 0.880 1.494 0.0672
H -2.195 1.727 0.648 0.2099
H -2.381 -1.024 -0.682 0.2094
H -2.167 0.534 -1.512 0.2097
H -0.133 -0.789 0.318 0.1991
H 0.086 0.743 -0.493 0.1990
H 0.230 -1.999 -1.841 0.2227
H 0.469 -0.434 -2.658 0.2228
H 0.803 0.752 1.669 0.1188
H 2.873 1.259 1.320 0.2292
H 2.607 -0.348 2.135 0.2291
```

Stability, descending: w), x), z), y)

w) The following is a quantum chemistry calculation of a 2-piece molecular cluster, C7H12 overall, from the OMol25 dataset.

Results
Orbital gap (alpha / beta), eV: 8.645 / 9.382
Charge: 0
LUMO level (alpha / beta), eV: -0.081 / 0.189

```
19
Properties=species:S:1:pos:R:3:nbo_charge:R:1
C -2.814 0.640 0.323 -0.2760
C -2.103 -0.075 -0.788 -0.4962
C -0.635 -0.061 -0.366 -0.3548
C 0.345 -0.744 -1.298 -0.4803
C 1.646 -0.595 -0.646 -0.0086
C 2.508 -0.319 0.150 -0.0160
C 3.372 0.101 1.248 -0.6771
H -3.371 0.016 1.017 0.1845
H -1.086 1.127 1.653 -0.0525
H -3.355 1.545 0.028 0.1865
H -2.420 -1.124 -0.912 0.2108
H -2.213 0.408 -1.773 0.2076
H -0.612 -0.509 0.632 0.2125
H -0.374 0.990 -0.212 0.2150
H 0.068 -1.797 -1.420 0.2227
H 0.315 -0.266 -2.283 0.2230
H 2.722 0.535 2.017 0.2346
H 4.093 0.863 0.938 0.2323
H 3.914 -0.738 1.692 0.2321
```

x) The following is a quantum chemistry calculation of one molecule with the formula C7H12, from the OMol25 dataset.

Results
Orbital gap, eV: 9.244
Charge: 0
LUMO level, eV: 1.011

```
19
Properties=species:S:1:pos:R:3:nbo_charge:R:1
C -2.166 -0.546 -0.396 -0.6381
C -1.120 0.253 0.328 -0.0040
C -1.458 1.200 1.201 -0.4030
C 1.290 0.692 0.019 -0.1689
C 0.301 -0.186 0.200 -0.0148
C 0.539 -1.664 -0.077 -0.6555
C 2.476 0.589 -0.901 -0.6432
H -1.858 -0.706 -1.438 0.2122
H -3.150 -0.091 -0.331 0.2245
H -2.195 -1.572 -0.018 0.2154
H -0.669 1.700 1.744 0.1935
H -2.455 1.583 1.357 0.1941
H 1.023 1.732 0.201 0.1866
H -0.265 -2.310 0.241 0.2169
H 1.513 -1.933 0.326 0.2243
H 0.628 -1.785 -1.163 0.2149
H 3.331 1.190 -0.595 0.2163
H 2.193 0.883 -1.909 0.2216
H 2.817 -0.449 -0.858 0.2069
```

y) The following is a quantum chemistry calculation of one molecule with the formula C7H12, from the OMol25 dataset.

Results
Orbital gap, eV: 8.882
Charge: 0
LUMO level, eV: 0.186

```
19
Properties=species:S:1:pos:R:3:nbo_charge:R:1
C -1.971 -0.771 1.202 -0.6093
C -1.251 0.272 0.344 -0.3903
C 0.280 0.244 0.488 -0.2032
C 0.948 -1.105 0.117 -0.5868
C 2.312 0.639 -0.868 0.1466
C 1.173 0.913 -1.810 -0.6065
C 1.011 1.262 -0.378 -0.3813
H -3.058 -0.709 1.076 0.2137
H -1.754 -0.628 2.267 0.2026
H -1.667 -1.790 0.935 0.2032
H -1.522 0.127 -0.711 0.1958
H -1.617 1.274 0.613 0.2042
H 0.515 0.465 1.538 0.2075
H 0.428 -1.624 -0.695 0.2080
H 1.070 -1.779 0.964 0.2275
H 1.997 -0.920 -0.230 0.2346
H 1.473 1.699 -2.504 0.2583
H 0.587 0.126 -2.286 0.2422
H 1.045 2.303 -0.063 0.2330
```

z) The following is a quantum chemistry calculation of one molecule with the formula C7H12, from the OMol25 dataset.

Results
Orbital gap, eV: 10.808
Charge: 0
LUMO level, eV: 1.136

```
19
Properties=species:S:1:pos:R:3:nbo_charge:R:1
C 1.068 -1.690 0.424 -0.6132
C 0.036 -1.300 -0.614 -0.2215
C -1.216 -0.443 -0.547 -0.2183
C -1.581 0.610 0.484 -0.4004
C -0.284 1.373 0.790 -0.4071
C 0.603 1.203 -0.470 -0.4128
C 0.011 0.047 -1.277 -0.2339
H 0.762 -2.580 0.985 0.2124
H 2.003 -1.940 -0.096 0.2107
H 1.298 -0.899 1.143 0.2058
H -0.127 -2.119 -1.316 0.2116
H -2.052 -0.849 -1.112 0.2149
H -2.279 1.283 -0.033 0.2014
H -2.096 0.246 1.379 0.2085
H -0.479 2.430 1.006 0.2109
H 0.200 0.958 1.680 0.1987
H 1.647 1.012 -0.191 0.2072
H 0.600 2.115 -1.075 0.2119
H 0.024 0.126 -2.361 0.2132
```

Stability, descending: z), x), y), w)

w) The following is a quantum chemistry calculation of one molecule with the formula C7H12, from the OMol25 dataset.

Results
Orbital gap, eV: 10.950
Charge: 0
LUMO level, eV: 1.140

```
19
Properties=species:S:1:pos:R:3:nbo_charge:R:1
C 1.207 1.902 0.705 -0.6037
C 0.089 1.397 -0.195 -0.2018
C 0.483 0.189 -1.090 -0.3940
C -0.388 -0.704 -0.209 -0.0609
C -1.096 -1.963 -0.594 -0.4141
C 0.023 -2.000 0.414 -0.4103
C -0.962 0.507 0.526 -0.3938
H 2.001 2.381 0.121 0.2079
H 1.655 1.074 1.270 0.2026
H 0.833 2.639 1.425 0.2079
H -0.349 2.233 -0.750 0.1984
H 0.118 0.267 -2.120 0.2064
H 1.553 -0.048 -1.115 0.2013
H -0.907 -2.377 -1.581 0.2121
H -2.111 -2.113 -0.236 0.2121
H 0.971 -2.435 0.109 0.2110
H -0.234 -2.168 1.457 0.2110
H -0.891 0.487 1.620 0.2013
H -1.996 0.733 0.244 0.2065
```

x) The following is a quantum chemistry calculation of one molecule with the formula C7H12, from the OMol25 dataset.

Results
Orbital gap (alpha / beta), eV: 7.095 / 8.504
Charge: 0
LUMO level (alpha / beta), eV: 0.517 / 1.069

```
19
Properties=species:S:1:pos:R:3:nbo_charge:R:1
C 1.302 2.001 0.997 -0.5941
C 1.007 0.671 0.306 -0.2700
C -0.241 -0.053 0.853 -0.4485
C -0.659 -0.998 -0.226 0.0718
C -1.832 -1.918 -0.132 -0.6538
C -0.108 -0.445 -1.443 -0.5377
C 0.700 0.725 -1.174 -0.1552
H 0.442 2.674 0.913 0.2064
H 1.527 1.858 2.061 0.2059
H 2.163 2.500 0.539 0.2089
H 1.885 0.006 0.473 0.1893
H -0.146 -0.459 1.867 0.2170
H -1.058 0.712 0.871 0.1931
H 0.744 -1.215 -1.347 0.2984
H -2.771 -1.343 -0.041 0.2073
H -1.788 -2.576 0.744 0.2180
H -1.930 -2.545 -1.025 0.2160
H -0.592 -0.653 -2.399 0.2419
H 1.479 1.024 -1.875 0.1853
```

y) The following is a quantum chemistry calculation of one molecule with the formula C7H12, from the OMol25 dataset.

Results
Orbital gap, eV: 10.343
Charge: 0
LUMO level, eV: 1.066

```
19
Properties=species:S:1:pos:R:3:nbo_charge:R:1
C -2.050 -0.646 0.259 -0.4276
C -0.441 0.661 -1.144 -0.4111
C -1.648 0.690 -0.172 -0.2244
C -0.839 0.035 0.957 -0.2467
C 0.436 0.058 0.018 0.0060
C 0.978 -1.300 -0.283 -0.6156
C 1.522 0.990 0.616 -0.6114
H -3.087 -0.682 0.502 0.2366
H -1.768 -1.380 -0.544 0.1963
H -0.550 0.034 -2.046 0.2000
H -0.034 1.626 -1.417 0.2119
H -2.367 1.438 0.089 0.2114
H -0.635 0.360 1.967 0.2196
H 1.681 -1.479 0.545 0.2110
H 1.399 -1.274 -1.360 0.2015
H 0.172 -1.989 -0.361 0.2104
H 1.673 0.674 1.610 0.2047
H 1.018 1.928 0.704 0.2100
H 2.459 0.984 0.040 0.2174
```

z) The following is a quantum chemistry calculation of one molecule with the formula C7H12, from the OMol25 dataset.

Results
Orbital gap, eV: 9.561
Charge: 0
LUMO level, eV: 1.033

```
19
Properties=species:S:1:pos:R:3:nbo_charge:R:1
C -0.939 -2.219 -1.278 -0.6091
C 0.082 -1.497 -0.283 -0.3809
C 0.405 -0.007 -0.667 -0.4651
C -0.217 1.044 0.094 -0.0209
C -1.492 0.986 0.531 -0.3609
C 1.934 1.971 1.010 -0.4053
C 0.569 1.907 1.024 -0.1893
H -0.462 -2.539 -2.091 0.1996
H -1.933 -1.738 -1.377 0.2155
H -1.304 -3.119 -0.666 0.2051
H -0.488 -1.455 0.761 0.2012
H 1.066 -2.001 -0.110 0.2157
H 0.159 0.056 -1.714 0.2237
H 1.494 0.222 -0.679 0.2186
H -2.252 0.330 0.351 0.1823
H -1.947 1.570 1.294 0.1845
H 2.769 1.670 0.189 0.1976
H 2.430 2.453 1.812 0.1896
H 0.127 2.368 1.798 0.1982
```

Stability, descending: w), y), z), x)